Formula: C15H10Cl12F2
Source: the OMol25 dataset
Level of theory: ωB97M-V/def2-TZVPD

Summary:
HOMO level (eV): -8.7
E_LUMO (eV): -0.3
Net charge: 0
Orbital gap (eV): 8.35

Structure (XYZ):
```
39
Properties=species:S:1:pos:R:3:forces:R:3
C 14.976 -20.213 -16.294 -0.4 0.0 -0.2
Cl 13.987 -20.839 -14.934 -0.4 3.0 0.3
Cl 15.838 -21.543 -17.057 3.6 3.0 -0.9
Cl 13.880 -19.546 -17.499 -0.2 0.7 0.0
Cl 16.197 -19.045 -15.804 -2.7 0.8 0.2
C 18.724 -21.493 -14.659 0.6 0.2 -0.5
Cl 18.646 -19.952 -15.567 2.5 -1.1 0.5
Cl 20.401 -22.047 -14.429 -0.2 0.4 0.2
Cl 17.954 -21.235 -13.082 0.2 0.1 -0.2
Cl 17.921 -22.707 -15.632 3.9 -0.9 -0.6
C 14.004 -23.906 -18.866 0.1 1.7 -1.1
Cl 13.709 -22.587 -17.693 -5.5 -2.0 -7.0
Cl 15.745 -24.296 -19.032 -0.3 0.3 0.3
Cl 13.184 -25.362 -18.336 2.0 10.4 -3.0
Cl 13.396 -23.382 -20.431 0.0 0.1 -0.5
F 13.441 -26.352 -13.823 1.1 10.4 5.8
C 14.141 -25.283 -14.077 1.9 5.8 -0.9
C 15.247 -24.926 -13.318 -0.4 -0.1 -0.1
C 16.015 -23.781 -13.627 -0.6 -0.3 -0.1
C 15.685 -22.968 -14.690 -2.7 -1.2 1.5
C 14.520 -23.263 -15.439 0.8 -2.2 2.7
C 13.742 -24.407 -15.181 1.5 0.2 1.6
H 15.454 -25.500 -12.427 0.2 -0.1 0.0
H 16.845 -23.486 -13.002 0.0 -0.4 0.1
H 16.190 -22.032 -14.881 -1.1 -0.5 0.9
H 14.260 -22.564 -16.220 0.8 -1.9 3.6
H 12.957 -24.777 -15.824 -0.3 0.9 0.2
F 11.526 -28.414 -18.634 -0.5 -0.3 -1.2
C 11.999 -28.241 -17.419 -0.5 -1.9 2.9
C 12.808 -27.187 -17.152 -0.6 -2.3 1.5
C 13.349 -26.985 -15.907 0.2 -1.5 -0.6
C 12.973 -27.793 -14.837 -1.0 -5.3 -2.6
C 12.129 -28.841 -15.057 -1.0 -1.2 -2.3
C 11.696 -29.146 -16.376 0.0 0.9 -0.1
H 13.047 -26.563 -18.000 -0.6 -8.6 1.9
H 14.072 -26.213 -15.686 0.0 -1.0 -1.5
H 13.364 -27.567 -13.856 -0.5 -6.1 -1.0
H 11.776 -29.504 -14.281 0.2 0.0 0.2
H 11.129 -30.045 -16.566 -0.2 0.1 -0.1
```
Positions in Å, forces in eV/Å.

Formula: C15H11Cl2N3O2S
Source: the OMol25 dataset
Level of theory: ωB97M-V/def2-TZVPD

Summary:
HOMO level (eV): -8.8
SMILES: O=S(=O)(Nc1ccc(-n2ccnc2)cc1)c1cc(Cl)cc(Cl)c1
E_LUMO (eV): -0.2
Net charge: 0
Orbital gap (eV): 8.57

Structure (XYZ):
```
34
Properties=species:S:1:pos:R:3:forces:R:3
O 3.005 -3.102 1.774 -1.1 1.2 -1.2
S 2.408 -1.862 1.289 1.5 -0.5 1.2
O 3.112 -0.622 1.652 -1.9 -1.7 -1.2
N 0.811 -1.863 1.936 2.3 -0.8 -0.4
C 0.041 -0.769 1.587 -1.3 1.2 -0.5
C -1.058 -0.932 0.738 0.0 1.0 0.5
C -1.914 0.151 0.519 0.6 0.4 0.2
C -1.641 1.440 1.009 1.1 -0.5 0.5
N -2.441 2.551 0.662 -0.3 1.2 0.2
C -2.222 3.902 1.021 -1.4 0.1 -0.8
C -3.263 4.634 0.476 0.3 -1.1 0.1
N -4.091 3.767 -0.241 0.2 0.1 0.6
C -3.599 2.563 -0.087 0.1 0.7 -0.1
C -0.491 1.601 1.819 -0.3 -0.7 -0.6
C 0.318 0.495 2.104 -0.4 0.9 0.1
C 2.148 -1.980 -0.559 0.2 0.1 -0.3
C 2.107 -3.235 -1.208 0.0 0.7 -1.3
C 2.007 -3.241 -2.639 0.4 0.7 1.0
Cl 2.098 -4.853 -3.419 -0.2 1.5 0.4
C 1.971 -2.021 -3.377 0.1 -0.9 1.1
C 1.970 -0.787 -2.707 0.0 -1.2 0.8
Cl 1.890 0.683 -3.649 0.1 -0.5 0.5
C 2.065 -0.780 -1.300 0.1 0.3 0.1
H 0.391 -2.766 1.720 0.1 0.2 0.1
H -1.216 -1.884 0.244 -0.2 0.0 0.1
H -2.784 0.014 -0.072 -0.5 -0.2 -0.5
H -1.414 4.277 1.605 0.4 -0.3 0.2
H -3.508 5.711 0.594 0.4 -1.1 -0.2
H -4.065 1.684 -0.516 0.3 0.1 0.2
H -0.180 2.559 2.226 -0.3 -0.1 -0.1
H 1.172 0.700 2.738 0.0 -0.5 0.0
H 2.216 -4.203 -0.722 0.0 0.4 0.2
H 2.025 -2.012 -4.445 -0.2 -0.2 -0.4
H 2.132 0.182 -0.775 -0.1 -0.5 -0.2
```
Positions in Å, forces in eV/Å.

Formula: C15H11ClN2O4
Source: the OMol25 dataset
Level of theory: ωB97M-V/def2-TZVPD

Summary:
HOMO level (eV): -9.6
SMILES: CCOC(=O)/C(C#N)=C1\c2ccccc2C(=O)[C@]1(Cl)C(N)=O
E_LUMO (eV): -1.4
Net charge: 0
Orbital gap (eV): 8.23

Structure (XYZ):
```
33
Properties=species:S:1:pos:R:3:forces:R:3
C -1.183 -2.807 3.807 0.8 1.3 -0.1
C -0.754 -1.314 3.721 -0.8 -1.5 0.3
O -1.218 -0.829 2.438 0.9 0.6 -1.0
C -0.386 -0.990 1.372 1.7 -1.8 2.2
O 0.734 -1.486 1.412 -1.1 0.8 0.9
C -0.894 -0.708 0.056 -0.2 2.4 -2.4
C -2.167 -1.312 -0.283 -0.1 -0.3 -0.4
N -3.166 -1.846 -0.530 0.9 0.6 0.2
C -0.154 0.090 -0.813 -1.2 -1.2 1.8
C 1.077 0.927 -0.557 -0.1 -0.3 1.3
C 1.772 1.263 0.632 0.8 0.0 -0.4
C 2.998 1.988 0.548 -1.6 -0.7 0.4
C 3.524 2.404 -0.674 -1.2 -0.7 -0.4
C 2.775 2.146 -1.818 -0.7 -0.7 0.0
C 1.553 1.427 -1.748 0.9 0.8 1.4
C 0.655 1.041 -2.803 1.8 -0.5 -3.7
O 0.946 1.213 -3.977 -1.2 -0.2 1.1
C -0.494 0.150 -2.284 0.0 0.2 0.0
Cl -0.439 -1.517 -2.997 0.3 0.7 0.2
C -1.794 0.882 -2.620 -1.7 1.2 -0.5
N -2.768 0.239 -3.323 0.9 -1.5 0.7
O -1.927 2.066 -2.343 0.9 -0.7 0.3
H -0.699 -3.361 3.013 0.1 -0.3 0.0
H -2.245 -2.899 3.718 -0.7 0.0 -0.2
H -0.903 -3.183 4.774 0.3 -0.4 0.4
H -1.262 -0.761 4.520 -0.1 0.2 -0.6
H 0.314 -1.202 3.884 0.1 0.1 -0.5
H 1.405 0.888 1.583 0.3 0.3 -0.1
H 3.533 2.245 1.458 -0.1 -0.2 0.0
H 4.484 2.882 -0.710 0.2 0.2 -0.1
H 3.119 2.398 -2.796 0.2 0.4 -0.5
H -3.625 0.751 -3.450 0.0 0.0 0.1
H -2.810 -0.784 -3.211 -0.2 0.9 -0.4
```
Positions in Å, forces in eV/Å.

Formula: C15H11F5MoN3O3S
Source: the OMol25 dataset
Level of theory: ωB97M-V/def2-TZVPD

Summary:
HOMO level (spin up / spin down) (eV): -19.5 / -19.5
E_LUMO (spin up / spin down) (eV): -13.5 / -13.6
Net charge: +3
Orbital gap (spin up / spin down) (eV): 5.98 / 5.92

Structure (XYZ):
```
39
Properties=species:S:1:pos:R:3:forces:R:3
Mo 0.283 0.085 0.215 0.3 0.5 -0.4
N 2.465 0.397 -0.492 0.0 0.4 -0.3
C 2.475 0.874 -1.906 -0.2 -0.2 0.2
C 1.333 0.178 -2.606 0.0 -0.1 -0.1
O 1.187 -0.072 -3.741 0.0 0.0 -0.1
N 0.319 -0.298 -1.609 -0.5 -0.1 0.3
C -0.267 -1.641 -1.825 0.2 0.2 0.3
C -0.299 -2.324 -0.437 0.0 0.1 -0.5
O -1.078 -3.123 -0.076 0.4 -0.4 0.1
O 0.624 -1.703 0.484 -0.4 -0.2 0.4
H 3.026 1.026 0.076 0.0 0.1 0.1
H 2.943 -0.501 -0.448 0.0 -0.2 0.1
H 3.400 0.640 -2.423 0.1 -0.1 -0.1
H 2.328 1.951 -1.949 0.0 0.1 0.0
H 0.321 -2.215 -2.543 0.2 0.0 -0.1
H -1.287 -1.612 -2.195 -0.2 0.1 0.0
F 0.779 0.261 2.832 0.0 -0.1 0.1
C 0.847 1.571 2.525 -0.1 -0.4 -0.3
C 0.674 1.824 1.154 -0.1 -0.4 -0.1
C 0.833 3.147 0.681 0.1 -0.4 -0.1
F 0.750 3.396 -0.610 0.0 -0.1 -0.2
C 1.042 4.162 1.566 0.0 0.3 0.3
F 1.130 5.404 1.176 0.0 0.0 0.0
C 1.170 3.856 2.941 0.0 0.1 0.1
F 1.385 4.813 3.767 0.0 0.1 0.1
C 1.079 2.538 3.442 0.0 0.3 0.4
F 1.214 2.305 4.719 0.0 0.0 0.0
S -1.940 0.162 0.874 0.2 0.3 0.0
C -3.248 -1.000 0.570 0.3 -0.2 0.0
N -3.198 -2.241 1.107 -0.4 0.0 0.1
C -4.216 -3.110 1.007 0.1 0.1 0.0
C -5.367 -2.746 0.336 0.0 0.0 0.0
C -5.448 -1.479 -0.210 0.0 0.1 0.0
C -4.376 -0.586 -0.086 -0.3 0.0 -0.1
H -2.364 -2.546 1.595 0.0 0.0 0.0
H -4.077 -4.075 1.473 0.0 0.0 0.0
H -6.183 -3.450 0.259 0.0 0.0 0.0
H -6.346 -1.160 -0.726 0.0 0.0 0.0
H -4.441 0.417 -0.484 0.0 0.0 0.0
```
Positions in Å, forces in eV/Å.

Formula: C15H12F5NO10STeTi
Source: the OMol25 dataset
Level of theory: ωB97M-V/def2-TZVPD

Summary:
HOMO level (spin up / spin down) (eV): -1.1 / -3.9
Multiplicity: 3
E_LUMO (spin up / spin down) (eV): 4.1 / 4.1
Net charge: -2
Orbital gap (spin up / spin down) (eV): 5.12 / 7.98

Structure (XYZ):
```
46
Properties=species:S:1:pos:R:3:forces:R:3
Ti 1.209 -1.870 0.787 0.5 -0.1 0.0
O 3.468 0.608 2.222 0.0 0.0 -0.1
S 3.294 -0.833 2.139 0.0 0.0 0.1
O 4.262 -1.589 2.886 0.0 0.0 -0.1
O 1.849 -1.197 2.561 -0.1 -0.1 -0.1
O 3.179 -1.295 0.692 0.1 0.1 0.1
O 1.390 -1.731 -1.118 -0.1 -0.1 -0.2
C 0.484 -1.419 -2.004 -0.1 0.1 0.2
C -0.868 -1.131 -1.719 0.2 -0.1 0.0
C -1.736 -0.690 -2.732 -0.1 0.1 -0.2
C -3.054 -0.385 -2.453 0.1 -0.1 0.2
C -3.578 -0.513 -1.165 -0.2 0.1 -0.1
C -2.744 -0.953 -0.154 0.2 -0.1 0.1
C -1.404 -1.265 -0.394 -0.2 0.1 0.0
O -0.641 -1.677 0.593 -0.1 -0.1 0.1
N -3.912 0.091 -3.521 0.0 -0.1 0.0
O -3.443 0.205 -4.644 0.0 0.0 -0.1
O -5.078 0.353 -3.260 -0.1 0.1 0.0
H 0.819 -1.352 -3.037 0.0 0.0 0.0
H -1.367 -0.579 -3.743 0.0 0.0 0.0
H -4.616 -0.274 -0.984 0.0 0.0 0.0
H -3.104 -1.088 0.857 0.0 0.0 0.0
C 0.548 1.538 2.567 0.0 0.0 0.0
C 0.810 1.489 1.092 -0.1 0.0 -0.1
O 0.873 0.449 0.468 0.2 0.2 0.0
C 0.965 2.769 0.324 0.0 0.0 0.1
C 1.175 3.989 0.954 0.0 0.0 0.0
C 1.335 5.145 0.203 0.0 0.0 0.0
C 1.270 5.086 -1.182 0.0 0.0 0.0
C 1.057 3.867 -1.815 0.0 0.1 0.0
C 0.913 2.713 -1.065 0.0 -0.1 -0.1
H 0.101 0.601 2.882 0.0 0.0 0.0
H -0.084 2.385 2.835 0.0 0.0 0.0
H 1.518 1.620 3.064 0.0 0.0 0.0
H 1.238 4.035 2.033 0.0 0.0 0.0
H 1.513 6.091 0.699 0.0 0.0 0.0
H 1.388 5.989 -1.769 0.0 0.0 0.0
H 1.006 3.818 -2.896 0.0 0.0 0.0
H 0.760 1.747 -1.533 0.0 0.0 0.0
F 0.675 -6.399 0.703 0.0 0.0 -0.1
Te -0.147 -4.896 1.579 -0.3 -0.2 0.2
F -0.815 -3.545 2.889 -0.1 0.0 -0.1
F 0.947 -5.491 3.023 0.1 0.0 0.2
F -1.553 -6.087 2.257 0.1 -0.1 0.0
F -1.176 -4.692 -0.142 0.0 0.1 0.1
O 1.276 -3.637 1.020 0.1 0.2 0.0
```
Positions in Å, forces in eV/Å.

Formula: C15H12FN3O2S2
Source: the OMol25 dataset
Level of theory: ωB97M-V/def2-TZVPD

Summary:
HOMO level (eV): -8.7
E_LUMO (eV): -0.4
Net charge: 0
Orbital gap (eV): 8.37

Structure (XYZ):
```
35
Properties=species:S:1:pos:R:3:forces:R:3
O -1.350 -0.371 1.538 -0.5 -0.5 -2.5
S -1.846 -0.800 0.220 -4.3 8.9 2.5
O -1.847 -2.094 -0.147 -0.3 -8.3 -1.7
N -1.250 0.032 -1.077 -1.9 -3.8 -3.2
H -1.130 -0.730 -1.988 0.0 2.9 3.5
C -0.206 0.787 -0.685 3.3 6.0 1.6
C 1.005 -0.043 -0.296 1.4 16.6 -3.3
C 1.137 -1.235 -0.334 -1.1 -11.4 2.3
S 2.724 -1.712 -0.017 1.9 -0.4 -0.1
C 3.309 -0.113 -0.175 -8.3 4.7 -1.7
N 2.226 0.924 -0.417 1.0 -8.3 2.2
C 4.542 0.450 -0.169 2.6 -16.3 3.3
C 5.012 1.515 -0.363 2.2 18.6 -1.6
C 6.338 2.154 -0.105 -0.3 -8.7 -0.9
C 7.246 1.068 0.016 1.4 3.8 2.6
N 6.873 -0.222 0.444 2.0 -0.2 -1.4
C 5.715 -0.706 0.269 -1.7 7.8 -1.7
H 5.431 -1.649 0.449 -0.7 -3.5 1.1
H 8.412 1.430 0.175 -2.9 -1.7 -0.5
H 6.590 3.140 -0.159 0.4 2.3 -0.4
H 4.166 2.408 -0.559 2.0 -2.3 0.2
H 0.243 -1.874 -0.009 2.0 0.2 -1.2
H 0.026 1.689 -1.500 -0.1 -2.7 2.0
H -0.468 1.497 0.333 0.3 -2.0 -2.8
C -3.674 0.005 -0.099 6.6 1.5 7.3
C -4.521 -0.796 -0.648 -6.3 -4.9 -4.4
C -5.879 -0.498 -0.733 0.6 6.1 1.7
C -6.159 1.006 -0.065 -0.6 -7.8 -1.9
C -5.347 1.467 0.869 5.0 -3.1 -1.6
C -3.953 0.946 0.913 -2.9 1.0 -3.0
H -3.220 1.559 1.403 0.3 -0.4 0.4
H -5.585 2.371 1.163 -1.0 4.3 2.6
F -7.410 1.383 -0.101 -1.2 1.0 -0.6
H -6.669 -0.923 -1.349 0.4 -0.2 0.4
H -4.349 -1.789 -1.146 0.9 1.1 0.6
```
Positions in Å, forces in eV/Å.